Record 1
A single C17H20N4O9 molecule in a non-equilibrium geometry. Source: the Open Molecules 2025 dataset; level of theory: ωB97M-V with the def2-TZVPD basis set.

XYZ file:
```
50
C17H20N4O9 | the Open Molecules 2025 dataset | ωB97M-V with the def2-TZVPD basis set
C -3.274 -3.234 2.249
N -2.163 -2.789 3.045
N -2.359 -2.882 4.367
O -2.454 -4.104 4.686
C -1.112 -2.000 2.527
O -0.700 -0.992 3.079
N -0.527 -2.428 1.363
C 0.167 -1.363 0.547
O 1.133 -1.907 -0.269
C 1.016 -1.371 -1.642
C 2.238 -0.486 -1.786
O 2.122 0.658 -0.939
C 3.171 1.421 -0.955
O 4.056 1.343 -1.828
C 2.978 2.711 -0.135
C 1.908 2.911 0.835
C 1.820 4.018 1.639
C 2.789 5.100 1.458
N 2.563 6.362 2.137
O 3.212 7.364 1.780
O 1.784 6.396 3.157
C 3.833 4.942 0.516
C 3.901 3.785 -0.223
C -0.241 -0.487 -1.702
O -1.183 -1.157 -2.610
C -2.326 -1.750 -1.957
C -2.324 -3.295 -2.272
C -3.508 -0.991 -2.671
O -2.159 -1.429 -0.599
C -0.931 -0.654 -0.354
H -3.244 -4.353 2.251
H -4.246 -2.867 2.620
H -3.222 -2.832 1.276
H -1.081 -3.073 0.862
H 0.661 -0.610 1.186
H 0.935 -2.196 -2.341
H 2.264 -0.170 -2.846
H 3.185 -0.997 -1.648
H 1.192 2.141 1.070
H 1.021 4.246 2.318
H 4.521 5.855 0.297
H 4.528 3.828 -1.077
H -0.070 0.524 -2.054
H -3.228 -3.693 -2.823
H -2.537 -3.713 -1.314
H -1.397 -3.667 -2.753
H -4.545 -1.261 -2.241
H -3.594 -1.346 -3.685
H -3.417 0.099 -2.583
H -1.157 0.393 0.039
```

Output
- SMILES: CN(N=O)C(=O)N[C@H]1O[C@H](COC(=O)c2ccc([N+](=O)[O-])cc2)[C@H]2OC(C)(C)O[C@H]21
- Total energy: -42333.32105 eV
- Gap between HOMO and LUMO: 8.261 eV
- LUMO level: -0.0576 hartree
- Net charge: 0
- Energy relative to the best compared isomer or geometry (same formula, charge and spin): 0.000 eV
- Multiplicity: 1

---

Record 2
A gas-phase ion, C17H20N5O2 (charge +1) in a non-equilibrium geometry. Source: the Open Molecules 2025 dataset; level of theory: ωB97M-V with the def2-TZVPD basis set.

XYZ file:
```
44
C17H20N5O2 | the Open Molecules 2025 dataset | ωB97M-V with the def2-TZVPD basis set
N 3.444 2.419 1.374
C 4.542 1.556 0.988
C 4.370 1.127 -0.487
N 3.206 0.303 -0.625
C 1.942 0.705 -0.513
C 0.894 -0.234 -0.319
C 1.233 -1.636 -0.208
O 2.391 -2.073 -0.275
C 0.127 -2.578 -0.017
C 0.385 -3.946 0.054
C -0.676 -4.816 0.228
N -1.938 -4.404 0.286
C -2.196 -3.125 0.205
C -1.204 -2.129 0.076
C -1.488 -0.728 0.025
O -2.756 -0.315 0.191
C -0.466 0.211 -0.186
C -0.747 1.628 -0.248
N -1.962 2.118 -0.096
C -2.375 3.497 -0.104
C -3.787 3.541 0.497
N -4.576 2.483 -0.117
C 0.334 2.521 -0.511
C 1.607 2.088 -0.642
H 3.222 2.341 2.357
H 3.639 3.390 1.162
H 5.527 2.028 1.094
H 4.523 0.657 1.608
H 4.309 2.015 -1.121
H 5.235 0.540 -0.796
H 3.313 -0.719 -0.502
H 1.404 -4.291 -0.019
H -0.530 -5.883 0.319
H -3.256 -2.891 0.232
H -3.353 -1.061 0.354
H -2.777 1.504 -0.028
H -1.700 4.124 0.483
H -2.400 3.874 -1.134
H -3.726 3.332 1.568
H -4.201 4.550 0.369
H -4.815 2.723 -1.074
H -5.442 2.340 0.386
H 0.112 3.568 -0.638
H 2.380 2.790 -0.899
```

Output
- SMILES: NCCNC1=C2C(=O)c3ccncc3C(O)=C2/C(=[NH+]/CCN)C=C1
- Total energy: -29493.53864 eV
- Gap between HOMO and LUMO: 5.859 eV
- LUMO level: -0.1723 hartree
- Net charge: +1
- Energy relative to the best compared isomer or geometry (same formula, charge and spin): 0.000 eV
- Multiplicity: 1

---

Record 3
A molecular structure, C17H20N5PPdSe2 in a non-equilibrium geometry. Source: the Open Molecules 2025 dataset; level of theory: ωB97M-V with the def2-TZVPD basis set.

XYZ file:
```
46
C17H20N5PPdSe2 | the Open Molecules 2025 dataset | ωB97M-V with the def2-TZVPD basis set
Pd 1.366 -1.595 -0.662
N 3.470 -1.533 0.034
C 3.851 -0.548 1.065
C 3.083 -0.742 2.374
C 1.624 -0.288 2.260
N 0.932 -1.422 1.608
H 3.628 -2.489 0.327
H 4.045 -1.334 -0.750
H 3.742 0.400 0.521
H 4.920 -0.613 1.299
H 3.623 -0.073 3.035
H 3.187 -1.779 2.661
H 1.650 0.562 1.518
H 1.298 -0.057 3.260
H -0.051 -1.257 1.702
H 1.138 -2.282 2.048
Se -1.282 -1.511 -1.041
P -0.999 0.652 -1.069
Se 1.175 0.801 -1.380
C -1.453 1.370 0.568
C -2.591 0.820 1.124
C -2.913 1.053 2.489
C -2.053 1.827 3.236
C -0.887 2.403 2.655
C -0.663 2.251 1.285
C -1.930 1.551 -2.327
C -1.813 1.117 -3.659
C -2.482 1.810 -4.618
C -3.338 2.929 -4.287
C -3.446 3.342 -2.982
C -2.729 2.653 -2.004
H -3.191 0.175 0.469
H -3.710 0.443 2.945
H -2.277 1.969 4.267
H -0.252 3.089 3.214
H 0.236 2.695 0.815
H -1.136 0.307 -3.871
H -2.439 1.555 -5.667
H -3.899 3.412 -5.118
H -4.097 4.143 -2.628
H -2.820 2.896 -0.961
N 1.641 -3.694 -0.146
C 1.461 -4.822 -0.325
N 1.208 -6.059 -0.570
C 2.171 -6.788 -1.089
N 3.002 -7.341 -1.624
```

Output
- Total energy: -168865.05961 eV
- <S²>: 2.01
- Gap between HOMO and LUMO (spin up / spin down): 7.290 / 6.696 eV
- LUMO level (spin up / spin down): -0.0014 / -0.0514 hartree
- Net charge: 0
- Energy relative to the best compared isomer or geometry (same formula, charge and spin): 0.000 eV
- Multiplicity: 3

---

Q: Which value of total energy does entry 3 give?
A: -168865.05961 eV